Entry 1:
{
  "formula": "CH11NO4",
  "method": "the ωB97M-V functional and the def2-TZVPD basis",
  "symbols": ["C", "N", "H", "H", "H", "H", "H", "O", "H", "H", "O", "H", "H", "O", "H", "H", "O"],
  "positions_angstrom": [[0.28094, -1.14209, -0.54655], [-0.36584, -1.23071, 0.75626], [0.12992, -0.41848, -1.30883], [1.37180, -1.31556, -0.49482], [0.00519, -2.07067, -1.08066], [-1.39425, -1.43270, 0.54969], [-3.58709, -0.50938, 0.39772], [-2.71577, -0.26512, 0.11944], [-1.45706, 2.54023, 0.01697], [-1.76781, 1.01874, 0.16776], [-1.10380, 1.71461, 0.49544], [2.23974, 0.93813, 1.76329], [-0.33209, -0.38890, 1.33448], [1.76251, 0.47400, 1.08935], [2.10453, 0.49489, 0.19393], [2.76482, 0.92843, -2.02635], [2.06428, 0.66457, -1.42713]],
  "atomic_forces_ev_per_a": [[-0.598, -4.348, 1.826], [-1.084, 1.637, -3.596], [-0.079, 2.314, -0.120], [0.389, 1.145, 0.326], [-0.494, 0.169, 0.291], [-0.228, -0.408, 0.650], [-0.863, -0.437, 0.581], [1.851, -0.584, -0.700], [1.052, -1.770, 1.216], [0.757, 0.980, 0.837], [-1.719, 1.289, -1.843], [0.640, 0.460, -0.159], [0.976, 0.206, 0.156], [-1.308, -1.033, 1.526], [0.701, 0.994, -0.750], [0.267, 0.277, -0.273], [-0.260, -0.893, 0.033]],
  "nbo_charge": [-0.46, -0.42, 0.32, 0.30, 0.20, 0.43, 0.46, -0.85, 0.46, 0.49, -0.99, 0.48, 0.44, -0.99, 0.50, 0.44, -0.81],
  "total_charge": 0,
  "e_above_lowest_kcal_mol": 219.20,
  "e_tot_ev": -10886.5199,
  "orbital_gap_ev": 3.907,
  "multiplicity": 1
}

Entry 2:
{
  "formula": "C13H10AuN3O8",
  "method": "the ωB97M-V functional and the def2-TZVPD basis",
  "symbols": ["Au", "O", "C", "O", "C", "C", "C", "C", "C", "N", "C", "O", "O", "H", "H", "H", "H", "H", "C", "C", "N", "C", "C", "N", "C", "O", "O", "C", "O", "O", "H", "H", "H", "H", "H"],
  "positions_angstrom": [[-0.30061, -0.48045, -0.00002], [-1.04225, 3.94320, 0.00000], [-1.07685, 2.63780, 0.00000], [-0.08660, 1.91837, -0.00001], [-2.45396, 2.07017, 0.00000], [-3.60860, 2.83486, 0.00001], [-4.82262, 2.16347, 0.00002], [-4.82862, 0.77677, 0.00001], [-3.61529, 0.10412, 0.00000], [-2.45653, 0.74548, -0.00001], [-3.42899, -1.39118, -0.00002], [-4.45894, -2.19971, -0.00002], [-2.30510, -1.84194, -0.00003], [-0.13310, 4.28272, 0.00000], [-3.55742, 3.91402, 0.00002], [-5.75349, 2.71384, 0.00003], [-5.77425, 0.25103, 0.00001], [-5.31684, -1.75588, -0.00001], [3.15784, 1.68289, -0.00001], [3.05904, 0.22466, -0.00001], [1.93970, -0.54866, -0.00001], [2.33137, -1.81221, -0.00002], [3.77295, -1.87357, -0.00001], [4.15592, -0.60152, -0.00001], [4.82755, -2.97075, 0.00001], [4.41610, -4.20191, 0.00008], [5.95652, -2.56866, -0.00003], [1.33585, -2.93005, -0.00003], [1.76355, -4.06788, -0.00005], [0.11688, -2.54420, -0.00004], [2.17147, 2.13262, -0.00001], [3.72439, 2.00737, -0.87956], [3.72439, 2.00736, 0.87955], [5.14235, -0.33621, 0.00000], [3.42419, -4.28598, 0.00012]],
  "atomic_forces_ev_per_a": [[-0.058, -0.288, 0.000], [-0.019, -0.019, 0.000], [-0.047, 0.021, 0.000], [0.043, 0.035, 0.000], [0.051, -0.031, 0.000], [-0.011, 0.011, 0.000], [-0.013, 0.019, 0.000], [-0.025, -0.003, 0.000], [0.023, -0.022, 0.000], [0.006, 0.047, 0.000], [-0.016, -0.038, 0.000], [0.038, 0.019, 0.000], [-0.031, 0.032, 0.000], [0.033, 0.015, 0.000], [0.000, -0.001, 0.000], [0.002, 0.000, 0.000], [-0.003, 0.006, 0.000], [-0.032, 0.006, 0.000], [-0.028, -0.024, 0.000], [0.055, -0.162, 0.000], [0.164, 0.476, 0.000], [0.103, -0.129, 0.000], [-0.211, -0.122, 0.000], [-0.045, 0.152, 0.000], [-0.036, -0.151, 0.000], [0.120, 0.186, 0.000], [0.029, 0.016, 0.000], [-0.016, 0.061, 0.000], [-0.061, -0.041, 0.000], [0.023, -0.004, 0.000], [-0.002, -0.022, 0.000], [0.001, 0.009, 0.011], [0.001, 0.009, -0.011], [-0.012, -0.003, 0.000], [-0.028, -0.059, 0.000]],
  "nbo_charge": [1.32, -0.60, 0.81, -0.67, 0.06, -0.15, -0.12, -0.16, 0.07, -0.44, 0.80, -0.59, -0.58, 0.53, 0.27, 0.27, 0.24, 0.51, -0.72, 0.59, -0.52, 0.19, 0.26, -0.48, 0.74, -0.59, -0.48, 0.74, -0.55, -0.63, 0.29, 0.30, 0.30, 0.50, 0.53],
  "total_charge": 2,
  "e_above_lowest_kcal_mol": 9.25,
  "e_tot_ev": -38168.6604,
  "orbital_gap_ev": [9.415, 6.187],
  "multiplicity": 3
}

Entry 3:
{
  "formula": "C36H40BaP2",
  "method": "the ωB97M-V functional and the def2-TZVPD basis",
  "symbols": ["Ba", "C", "C", "C", "C", "C", "C", "C", "C", "C", "H", "H", "H", "H", "H", "H", "H", "H", "H", "H", "H", "H", "H", "H", "H", "P", "P", "C", "C", "C", "C", "C", "C", "C", "C", "C", "C", "C", "C", "C", "C", "C", "C", "C", "C", "C", "C", "C", "C", "C", "C", "C", "C", "H", "H", "H", "H", "H", "H", "H", "H", "H", "H", "H", "H", "H", "H", "H", "H", "H", "H", "H", "H", "H", "H", "C", "H", "H", "H"],
  "positions_angstrom": [[-3.02246, -4.09558, 0.71257], [-0.87446, -4.60850, 5.39666], [-0.60302, -3.30032, 5.22196], [0.65860, -2.69111, 4.67314], [0.81450, -2.89205, 3.13800], [0.91830, -4.31196, 2.66689], [1.24359, -5.41253, 3.35841], [1.48559, -5.53129, 4.84343], [0.18803, -5.67741, 5.66735], [-1.72916, -6.11145, -0.42514], [-1.90035, -4.93599, 5.65413], [-1.38915, -2.55199, 5.43681], [1.58519, -3.00583, 5.16710], [0.59129, -1.61135, 4.86332], [-0.02805, -2.36076, 2.64098], [1.71271, -2.32435, 2.82828], [0.70377, -4.41770, 1.59180], [1.26618, -6.37992, 2.82716], [2.08334, -4.71608, 5.27116], [2.07330, -6.45536, 4.97408], [-0.22379, -6.67230, 5.43761], [0.46902, -5.70076, 6.74032], [-1.91726, -7.20253, -0.41591], [-0.94369, -5.94941, 0.33516], [-1.25196, -5.86252, -1.39048], [-1.37397, 3.31519, -1.29319], [0.59676, 1.90837, -3.39299], [0.42316, 3.58230, -1.18235], [1.24444, 3.07750, -2.14173], [-1.99480, 5.03512, -1.04105], [-1.25628, 6.03926, -0.40685], [-1.82273, 7.29765, -0.18421], [-3.11337, 7.57609, -0.64193], [-3.83394, 6.59806, -1.34352], [-3.27704, 5.33680, -1.55197], [-1.62882, 2.49344, 0.33833], [-1.13916, 1.17532, 0.44533], [-1.25228, 0.49112, 1.65421], [-1.84681, 1.11394, 2.76125], [-2.33929, 2.42116, 2.64251], [-2.25602, 3.10970, 1.42778], [1.51003, 2.68113, -4.83189], [1.05854, 3.95071, -5.24100], [1.76369, 4.67892, -6.19843], [2.91300, 4.12596, -6.78694], [3.33615, 2.83898, -6.42786], [2.61529, 2.10743, -5.47401], [1.65735, 0.45038, -3.06998], [1.27133, -0.75833, -3.68928], [2.10580, -1.87154, -3.60162], [3.30375, -1.80338, -2.87562], [3.63942, -0.62387, -2.20326], [2.80348, 0.49497, -2.26989], [0.81019, 4.10384, -0.29436], [2.30814, 3.36375, -2.23557], [-0.23740, 5.84621, -0.08641], [-1.24644, 8.05153, 0.35107], [-3.55354, 8.55674, -0.45634], [-4.83432, 6.82809, -1.71827], [-3.83251, 4.58100, -2.11020], [-0.65376, 0.71526, -0.42127], [-0.85242, -0.52337, 1.73774], [-1.91809, 0.57871, 3.71278], [-2.79361, 2.90596, 3.50407], [-2.65443, 4.12371, 1.34320], [0.17122, 4.37502, -4.77194], [1.42265, 5.67847, -6.48469], [3.46908, 4.70298, -7.53108], [4.22865, 2.41072, -6.89327], [2.94841, 1.10205, -5.22013], [0.33396, -0.81204, -4.24970], [1.83484, -2.79873, -4.10822], [3.96646, -2.66998, -2.81429], [4.55754, -0.55517, -1.62236], [3.05217, 1.40448, -1.72352], [-3.04668, -5.85584, 2.62781], [-3.35195, -5.47967, 3.61598], [-1.93906, -5.75521, 2.53700], [-3.20685, -6.94179, 2.67730]],
  "atomic_forces_ev_per_a": [[0.117, -0.803, 0.043], [0.371, 0.341, 1.487], [-0.725, -0.520, -0.086], [0.333, 0.546, -0.008], [0.008, 0.618, 0.647], [-0.007, -0.416, -0.377], [-0.380, 0.231, -0.336], [0.461, -0.321, 0.238], [-0.132, -0.333, -0.937], [-0.007, 0.177, -0.328], [0.640, 0.446, -0.126], [0.117, -0.630, -0.541], [-0.397, 0.081, -0.068], [0.122, -0.128, -0.146], [0.298, -0.470, 0.157], [-0.249, -0.240, -0.010], [0.220, -0.202, 0.401], [-0.085, 0.644, 0.120], [-0.071, -0.403, -0.377], [-0.116, 0.336, 0.193], [-0.084, 0.285, 0.103], [-0.365, 0.189, -0.442], [-0.086, 0.509, -0.008], [0.170, -0.074, 0.055], [-0.012, -0.133, 0.068], [-0.410, -0.035, -0.046], [0.277, 0.329, -0.757], [0.991, -0.644, -0.567], [-0.582, 0.663, 0.744], [-0.183, 0.021, -0.123], [-0.466, 0.170, 0.007], [-0.074, -0.168, -0.181], [0.062, -0.270, -0.034], [0.170, 0.188, 0.175], [0.374, 0.110, 0.355], [0.028, 0.158, 0.035], [-0.209, 0.416, 0.252], [-0.048, 0.144, 0.018], [0.006, 0.170, -0.220], [0.009, -0.350, -0.075], [0.267, -0.462, 0.151], [-0.081, -0.089, -0.120], [0.415, -0.189, 0.052], [0.173, -0.267, -0.087], [-0.136, -0.088, 0.176], [-0.379, 0.299, -0.071], [0.145, 0.376, -0.021], [-0.231, -0.262, 0.119], [0.517, 0.291, 0.205], [0.207, -0.037, 0.102], [-0.173, 0.263, 0.031], [-0.196, 0.012, 0.038], [0.062, -0.434, -0.407], [0.079, 0.055, -0.613], [-0.519, -0.210, 0.455], [-0.210, 0.063, 0.092], [-0.173, -0.102, -0.171], [0.101, -0.275, -0.088], [0.341, -0.096, 0.092], [0.166, 0.141, 0.201], [-0.143, 0.081, 0.290], [-0.122, 0.341, 0.031], [0.016, 0.233, -0.329], [0.056, -0.108, -0.141], [0.178, -0.325, 0.009], [0.158, -0.019, -0.077], [0.130, -0.386, 0.076], [-0.166, -0.227, 0.274], [-0.359, 0.106, 0.159], [-0.072, 0.230, 0.065], [0.323, 0.072, 0.127], [0.038, 0.234, 0.166], [-0.255, 0.279, -0.060], [-0.175, -0.142, -0.089], [0.058, -0.298, -0.202], [-0.047, 0.007, 0.148], [0.218, 0.117, 0.050], [-0.164, 0.025, 0.349], [-0.137, 0.163, -0.283]],
  "mulliken_charge": [1.35, -0.35, -0.32, -1.00, 0.23, -0.43, -0.38, -0.88, -0.60, -1.21, 0.39, 0.32, 0.34, 0.45, -0.36, 0.45, 0.52, 0.30, 0.32, 0.38, 0.33, 0.33, 0.16, 0.00, 0.36, 0.05, -0.01, -0.72, -0.64, 0.26, 0.16, -0.61, -0.47, -0.51, -0.41, 0.55, -0.80, -0.18, -0.51, -0.56, -0.55, 0.31, -0.37, -0.57, -0.42, -0.59, -0.26, 0.42, -0.52, -0.56, -0.53, -0.62, 0.00, 0.55, 0.82, 0.20, 0.39, 0.36, 0.37, 0.37, 0.36, 0.42, 0.41, 0.38, 0.31, 0.40, 0.36, 0.35, 0.37, 0.29, 0.37, 0.41, 0.40, 0.40, 0.36, -1.15, 0.31, 0.02, 0.14],
  "total_charge": 0,
  "e_tot_ev": -57246.0518,
  "orbital_gap_ev": 6.120,
  "multiplicity": 1
}

Entry 4:
{
  "formula": "C2H4NO2",
  "method": "the ωB97M-V functional and the def2-TZVPD basis",
  "symbols": ["C", "C", "N", "O", "O", "H", "H", "H", "H"],
  "positions_angstrom": [[0.36420, -0.39755, -0.42246], [-0.62854, 0.13129, 0.45637], [-1.13926, -2.15411, 0.21257], [-2.11840, -1.81561, -0.88926], [-0.25542, -1.23457, 0.54450], [-0.10481, -0.58171, -1.34388], [1.48695, -0.06738, -0.35325], [-0.30042, 0.56444, 1.42061], [-1.61936, 0.39323, 0.19635]],
  "atomic_forces_ev_per_a": [[2.910, 3.596, -2.108], [0.621, 4.050, 2.717], [-8.944, -2.251, -7.639], [7.339, -1.327, 7.583], [1.169, -1.677, 2.198], [0.211, -0.558, -1.542], [-2.215, -1.495, 0.201], [-0.163, 0.034, -0.756], [-0.927, -0.372, -0.653]],
  "nbo_charge": [-0.09, -0.08, 0.43, -0.18, -0.18, 0.26, 0.31, 0.26, 0.27],
  "total_charge": 1,
  "e_above_lowest_kcal_mol": 212.57,
  "e_tot_ev": -7706.7385,
  "orbital_gap_ev": [9.123, 9.127],
  "multiplicity": 1
}